Record 1
A single CH2N2O3S molecule, computed with the ωB97M-V functional and the def2-TZVPD basis.

Each line ends with the Mulliken charge.
Atoms and positions in Å:
H: -0.4580 -1.5838 -0.3874  0.22
O: 2.1505 1.7984 -0.0641  -0.62
H: 0.1163 1.7891 -0.1833  0.30
N: 0.8822 -0.0499 0.0728  -0.21
O: -1.3478 0.1827 -0.0278  -0.51
O: 3.0783 -0.1414 -0.0011  -0.61
N: 2.1445 0.5841 -0.0213  1.23
S: 0.8916 -1.8966 0.0308  -0.07
C: -0.2633 0.6605 -0.0798  0.27

Properties
charge: 0
HOMO energy: -10.1226 eV
SMILES: O=CN(S)[N+](=O)[O-]
HOMO-LUMO gap: 9.75 eV
LUMO: -0.0136 hartree

---

Record 2
2 unconnected molecules or ions with the total composition CH2N2O3S, computed with the ωB97M-V functional and the def2-TZVPD basis.

Each line ends with the Mulliken charge.
Atoms and positions in Å:
H: -1.1759 -1.7740 -0.8556  0.15
S: -0.4404 -1.8276 0.1964  0.01
C: -0.9645 0.8340 0.3217  0.25
N: -0.2629 -0.3241 0.7401  -0.26
O: 1.8872 1.2423 -0.0097  -0.46
H: -0.5536 1.7985 0.8120  0.32
O: 1.9666 -0.8251 -0.7184  -0.45
N: 1.5545 0.1456 -0.2213  0.89
O: -2.0111 0.7305 -0.2652  -0.46

Properties
charge: 0
HOMO energy (spin up / spin down): -9.4064 / -9.1962 eV
HOMO-LUMO gap (spin up / spin down): 7.89 / 8.01 eV
LUMO (spin up / spin down): -0.0559 / -0.0435 hartree

---

Record 3
A single CH2N2OS molecule, computed with the ωB97M-V functional and the def2-TZVPD basis.

Each line ends with the Mulliken charge.
Atoms and positions in Å:
H: -0.4370 -0.0891 -0.7434  0.33
N: 1.2931 0.9891 0.0659  -0.31
C: 0.3581 -0.1769 -0.0412  -0.31
N: 2.4874 0.8084 -0.0549  0.41
S: 1.1557 -1.7316 -0.1869  -0.08
O: 3.0787 -0.2490 -0.0132  -0.35
H: -0.0634 0.0004 0.8819  0.31

Properties
charge: 0
HOMO energy (spin up / spin down): -9.4516 / -9.4498 eV
HOMO-LUMO gap (spin up / spin down): 7.11 / 7.10 eV
LUMO (spin up / spin down): -0.0862 / -0.0862 hartree

---

Record 4
A single CH2N2OS2 molecule, computed with the ωB97M-V functional and the def2-TZVPD basis.

Each line ends with the Mulliken charge.
Atoms and positions in Å:
H: -0.4350 -1.7924 0.8460  0.29
S: 1.0025 1.9367 -0.1131  0.03
H: 1.3093 -0.9329 1.6846  0.24
C: -0.2462 -0.7719 0.4636  0.39
N: 0.8534 -0.3325 0.9961  -0.53
S: -0.8275 1.2271 -1.0654  0.49
O: -0.5759 0.8787 -2.4745  -0.48
N: -1.0806 -0.2129 -0.3372  -0.42

Properties
charge: 0
HOMO energy (spin up / spin down): -9.6137 / -9.6143 eV
SMILES: [H]/N=C/N=S(=O)=S
HOMO-LUMO gap (spin up / spin down): 6.38 / 6.39 eV
LUMO (spin up / spin down): -0.1187 / -0.1186 hartree

---

Record 5
A single CH2N2OS2 molecule, computed with the ωB97M-V functional and the def2-TZVPD basis.

Each line ends with the Mulliken charge.
Atoms and positions in Å:
H: -1.3539 0.3936 -1.1536  0.33
C: -0.8146 0.2734 -0.2065  -0.24
H: -1.6467 -0.1359 0.5743  0.29
S: 0.4337 -1.2544 -0.3500  0.35
S: 1.7018 -0.4640 1.1086  -0.06
N: 0.7801 1.2203 1.1925  -0.11
N: -0.1857 1.2226 0.5276  -0.04
O: 1.0854 -1.2555 -1.6928  -0.52

Properties
charge: 0
HOMO energy: -9.5490 eV
HOMO-LUMO gap: 9.51 eV
LUMO: -0.0015 hartree

---

Record 6
2 unconnected molecules or ions with the total composition CH2N2P2, computed with the ωB97M-V functional and the def2-TZVPD basis.

Each line ends with the Mulliken charge.
Atoms and positions in Å:
P: -1.2710 0.5638 -0.9632  -0.02
N: -0.3563 -0.7749 -0.7227  -0.04
H: -1.9124 0.6184 0.4168  0.11
C: 2.2778 0.2570 1.1435  -0.21
N: 2.6727 0.9311 1.9812  -0.35
P: 0.9794 -1.4513 -0.3448  0.43
H: -2.3902 -0.1442 -1.5108  0.08

Properties
charge: 0
HOMO energy: -10.0867 eV
HOMO-LUMO gap: 7.95 eV
LUMO: -0.0785 hartree

---

Record 7
2 unconnected molecules or ions with the total composition CH2N2S2, computed with the ωB97M-V functional and the def2-TZVPD basis.

Each line ends with the Mulliken charge.
Atoms and positions in Å:
N: -0.1280 0.5896 -1.7707  -0.41
S: 0.0855 1.4817 1.4614  0.02
C: -0.2863 -0.5245 -1.7690  0.16
H: -0.4175 -1.6905 -1.8887  0.24
N: 0.1984 -0.1449 1.3813  -0.12
H: 0.3568 1.6001 0.1689  0.20
S: 0.1910 -1.3115 2.4168  -0.11

Properties
charge: 0
HOMO energy: -8.0705 eV
SMILES: S=NS.C#N
HOMO-LUMO gap: 7.04 eV
LUMO: -0.0380 hartree

---

Record 8
A single CH2N2S3 molecule, computed with the ωB97M-V functional and the def2-TZVPD basis.

Each line ends with the Mulliken charge.
Atoms and positions in Å:
N: -0.2036 0.0192 -0.1629  0.04
S: 1.2593 -0.6072 -2.2292  0.02
C: -0.2599 -0.8985 0.5836  -0.04
H: -0.2511 1.2540 -1.4754  0.29
S: 2.6004 -1.5797 -1.0759  -0.02
S: 1.4503 -2.9457 -0.0987  -0.32
N: 0.4359 0.5728 -1.1593  -0.32
H: -1.1084 -1.1752 1.1098  0.35

Properties
charge: 0
HOMO energy (spin up / spin down): -7.7576 / -7.7585 eV
HOMO-LUMO gap (spin up / spin down): 6.54 / 6.54 eV
LUMO (spin up / spin down): -0.0447 / -0.0446 hartree

---

Record 9
A gas-phase ion, CH2N3O3 (charge -1), computed with the ωB97M-V functional and the def2-TZVPD basis.

Each line ends with the Mulliken charge.
Atoms and positions in Å:
N: 0.5454 0.6292 -0.1812  -0.36
O: -2.6266 -0.7217 0.0577  -0.59
H: 2.4714 0.8103 0.2018  0.23
C: -1.8912 0.2253 0.0784  0.49
O: -1.9475 1.4231 0.1619  -0.60
N: -0.3051 -0.2757 -0.0312  0.86
H: 1.9198 -0.7854 -0.0259  0.26
N: 1.8546 0.1981 -0.3168  -0.47
O: -0.0210 -1.5030 0.0553  -0.80

Properties
charge: -1
HOMO energy: -4.5102 eV
SMILES: N/N=[N+](\[O-])C(=O)[O-]
HOMO-LUMO gap: 8.89 eV
LUMO: 0.1610 hartree

---

Record 10
A single CH2N4 molecule, computed with the ωB97M-V functional and the def2-TZVPD basis.

Each line ends with the Mulliken charge.
Atoms and positions in Å:
N: -0.8713 -0.3770 0.1476  -0.07
H: -0.3639 1.6395 0.4227  0.25
C: -0.1148 0.7616 -0.0076  0.04
H: 0.4623 0.9427 -0.8950  0.26
N: 0.7991 -1.3165 0.0856  -0.12
N: -0.2560 -1.3899 -0.6271  -0.22
N: 0.3446 -0.2604 0.8738  -0.14

Properties
charge: 0
HOMO energy: -10.7684 eV
SMILES: C1n2nnn21
HOMO-LUMO gap: 11.02 eV
LUMO: 0.0092 hartree

---

Record 11
A single CH2N4 molecule, computed with the ωB97M-V functional and the def2-TZVPD basis.

Each line ends with the Mulliken charge.
Atoms and positions in Å:
H: 1.9379 -0.5418 0.2044  0.24
H: 1.1191 1.7016 -0.1307  0.42
N: -0.8168 0.8911 0.0350  -0.32
N: -1.0725 -0.4456 -0.0209  -0.15
N: 1.0196 -0.2429 -0.0305  0.13
C: 0.4962 0.9031 0.0037  -0.05
N: 0.0075 -1.1424 0.0028  -0.27

Properties
charge: 0
HOMO energy: -11.1004 eV
SMILES: c1nnn[nH]1
HOMO-LUMO gap: 11.75 eV
LUMO: 0.0237 hartree

---

Record 12
A single CH2N4O molecule, computed with the ωB97M-V functional and the def2-TZVPD basis.

Each line ends with the Mulliken charge.
Atoms and positions in Å:
C: 0.0823 0.0045 -0.1619  0.60
N: -1.8872 0.0688 0.6145  -0.08
H: 1.5327 0.0765 1.0668  0.26
N: -0.6421 -0.1844 -1.2222  -0.38
H: 2.1266 -0.0740 -0.6210  0.22
N: 1.4045 0.0853 0.0630  -0.38
N: -0.6935 0.1568 0.9758  -0.24
O: -1.9232 -0.1337 -0.7150  0.00

Properties
charge: 0
HOMO energy: -9.9146 eV
SMILES: Nc1nnon1
HOMO-LUMO gap: 10.57 eV
LUMO: 0.0241 hartree

---

What is the formula in the eighth record? CH2N2S3